Record 1
{
  "formula": "C33H35O2RhSi",
  "method": "the ωB97M-V functional and the def2-TZVPD basis",
  "gap_ev": [4.1328, 4.0338],
  "spin_multiplicity": 5,
  "charge": -2,
  "lumo_ev": [4.46, 3.96],
  "homo_energy_ev": [0.33, -0.07],
  "s_squared": 6.05,
  "elements": ["Rh", "C", "C", "C", "H", "C", "C", "H", "H", "H", "H", "C", "C", "C", "H", "C", "C", "H", "H", "H", "H", "O", "C", "C", "C", "C", "C", "H", "H", "H", "H", "H", "H", "H", "H", "H", "H", "O", "Si", "C", "C", "C", "C", "C", "C", "C", "C", "C", "C", "C", "C", "C", "C", "C", "C", "C", "C", "H", "H", "H", "H", "H", "H", "H", "H", "H", "H", "H", "H", "H", "H", "H"],
  "positions_angstrom": [[0.70, 0.20, -0.82], [-1.29, 1.66, 2.26], [-2.33, 0.81, 1.79], [-1.92, -0.54, 1.98], [-3.27, 1.14, 1.33], [-0.61, -0.52, 2.55], [-0.22, 0.84, 2.70], [0.73, 1.22, 3.09], [-1.32, 2.75, 2.28], [-2.49, -1.43, 1.74], [-0.02, -1.40, 2.81], [2.47, 0.88, -1.45], [2.29, 1.11, -0.05], [2.07, -0.13, 0.59], [2.47, 2.07, 0.46], [2.08, -1.16, -0.41], [2.35, -0.53, -1.66], [2.51, -1.05, -2.61], [2.79, 1.60, -2.19], [2.02, -0.29, 1.66], [2.05, -2.23, -0.23], [-1.62, -0.01, -1.09], [-0.84, -4.15, -0.75], [-1.88, -3.25, -1.12], [-0.56, -4.07, 0.71], [0.28, -4.15, -1.72], [-2.27, -1.08, -1.37], [-2.73, -3.22, -0.41], [-2.11, -3.25, -2.20], [-2.40, -1.26, -2.45], [-3.32, -1.21, -1.04], [-0.45, -5.08, 1.20], [-1.41, -3.54, 1.19], [0.37, -3.49, 0.93], [0.54, -5.15, -2.15], [1.22, -3.71, -1.29], [-0.02, -3.49, -2.58], [-0.50, 1.93, -1.03], [-0.46, 3.42, -1.56], [-2.13, 4.24, -1.44], [-2.60, 5.00, -2.51], [-3.76, 5.78, -2.36], [-4.47, 5.76, -1.16], [-4.06, 4.91, -0.12], [-2.91, 4.11, -0.29], [0.71, 4.32, -0.42], [2.07, 4.36, -0.75], [2.99, 4.92, 0.15], [2.55, 5.38, 1.40], [1.20, 5.24, 1.77], [0.29, 4.69, 0.87], [0.23, 3.66, -3.26], [0.45, 2.62, -4.16], [1.05, 2.90, -5.40], [1.42, 4.21, -5.72], [1.21, 5.25, -4.81], [0.61, 4.97, -3.57], [-2.07, 4.99, -3.46], [-4.08, 6.42, -3.19], [-5.34, 6.40, -1.03], [-4.62, 4.87, 0.81], [-2.63, 3.39, 0.48], [2.42, 3.93, -1.69], [4.04, 5.01, -0.15], [3.25, 5.86, 2.08], [0.85, 5.56, 2.76], [-0.75, 4.51, 1.16], [0.16, 1.60, -3.88], [1.22, 2.09, -6.11], [1.88, 4.43, -6.68], [1.50, 6.28, -5.03], [0.46, 5.77, -2.84]]
}

***

Record 2
{
  "formula": "C3H2Cl2O2",
  "method": "the ωB97M-V functional and the def2-TZVPD basis",
  "gap_ev": 10.1450,
  "lumo_ev": 0.38,
  "homo_energy_ev": -9.77,
  "relative_energy_kj_mol": 64.62,
  "smiles": "C=C(Cl)Cl.O=C=O",
  "elements": ["C", "C", "Cl", "Cl", "H", "H", "O", "C", "O"],
  "positions_angstrom": [[0.73, -0.32, 0.53], [1.39, -0.12, -0.64], [2.54, 1.17, -0.71], [0.82, -0.85, -2.09], [1.11, 0.31, 1.30], [0.12, -1.02, 0.84], [-2.71, 0.05, 1.25], [-2.21, 0.29, 0.26], [-1.79, 0.50, -0.75]]
}

***

Record 3
{
  "formula": "CH2I3P",
  "method": "the ωB97M-V functional and the def2-TZVPD basis",
  "gap_ev": [7.1267, 7.0001],
  "lumo_ev": [-1.40, -1.76],
  "homo_energy_ev": [-8.53, -8.76],
  "relative_energy_kj_mol": 263.31,
  "elements": ["C", "P", "I", "I", "I", "H", "H"],
  "positions_angstrom": [[-1.03, 0.15, 0.50], [1.95, 0.24, -0.26], [-1.13, 1.04, 2.40], [-2.07, 1.27, -1.00], [-1.42, -1.95, 0.40], [2.13, 0.44, -1.70], [1.58, -1.20, -0.34]]
}

***

Record 4
{
  "formula": "C33H39BF4O4PdSb2",
  "method": "the ωB97M-V functional and the def2-TZVPD basis",
  "gap_ev": [6.6635, 5.3562],
  "spin_multiplicity": 5,
  "charge": 2,
  "lumo_ev": [-6.65, -9.00],
  "homo_energy_ev": [-13.31, -14.36],
  "s_squared": 6.05,
  "relative_energy_kj_mol": 37.48,
  "elements": ["Pd", "C", "C", "C", "Sb", "C", "C", "C", "C", "C", "C", "C", "C", "C", "C", "C", "C", "Sb", "C", "C", "C", "C", "C", "C", "C", "C", "C", "C", "C", "C", "H", "H", "H", "H", "H", "H", "H", "H", "H", "H", "H", "H", "H", "H", "H", "H", "H", "H", "H", "H", "H", "H", "H", "H", "H", "H", "C", "O", "C", "C", "O", "C", "H", "H", "H", "H", "H", "H", "H", "H", "H", "H", "C", "O", "C", "O", "H", "H", "H", "F", "B", "F", "F", "F"],
  "positions_angstrom": [[0.45, -2.24, 0.60], [-3.45, -0.63, -0.64], [-2.99, -1.39, 0.57], [-2.36, -0.49, 1.61], [-0.44, 0.31, 0.87], [1.73, 1.07, 0.62], [2.85, 0.38, 1.00], [4.08, 0.98, 0.73], [4.14, 2.22, 0.12], [2.97, 2.89, -0.24], [1.73, 2.32, 0.02], [-0.76, 2.12, 1.94], [-1.95, 2.82, 1.75], [-2.20, 3.97, 2.49], [-1.27, 4.40, 3.42], [-0.08, 3.70, 3.61], [0.19, 2.57, 2.86], [-1.86, 0.30, -2.14], [-2.84, 2.16, -2.21], [-2.23, 3.32, -1.73], [-2.94, 4.51, -1.69], [-4.25, 4.55, -2.14], [-4.87, 3.39, -2.61], [-4.17, 2.20, -2.64], [0.12, 0.76, -2.67], [1.15, -0.12, -2.32], [2.44, 0.10, -2.77], [2.70, 1.18, -3.60], [1.67, 2.04, -3.99], [0.38, 1.83, -3.54], [-3.98, 0.30, -0.43], [-3.97, -1.22, -1.39], [-2.32, -2.21, 0.30], [-3.87, -1.88, 1.02], [-2.12, -0.99, 2.55], [-2.96, 0.40, 1.82], [2.82, -0.58, 1.49], [4.98, 0.45, 1.01], [5.10, 2.68, -0.09], [3.02, 3.87, -0.70], [0.82, 2.85, -0.23], [-2.69, 2.49, 1.02], [-3.11, 4.52, 2.33], [-1.46, 5.29, 4.00], [0.64, 4.04, 4.34], [1.13, 2.05, 2.98], [-1.21, 3.30, -1.36], [-2.47, 5.40, -1.31], [-4.80, 5.48, -2.12], [-5.89, 3.43, -2.96], [-4.66, 1.31, -3.01], [0.95, -0.98, -1.70], [3.23, -0.58, -2.48], [3.70, 1.35, -3.97], [1.88, 2.86, -4.67], [-0.41, 2.48, -3.87], [1.03, -5.31, 1.46], [0.66, -4.39, 0.41], [1.01, -4.91, -0.89], [0.86, -3.81, -1.93], [-0.26, -2.96, -1.63], [-1.50, -3.64, -1.83], [2.12, -5.42, 1.48], [0.54, -6.27, 1.27], [0.67, -4.90, 2.40], [0.35, -5.76, -1.09], [2.05, -5.25, -0.88], [0.73, -4.26, -2.92], [1.74, -3.18, -1.94], [-1.49, -4.15, -2.79], [-2.29, -2.90, -1.82], [-1.68, -4.38, -1.04], [1.57, -1.41, 4.64], [1.28, -1.18, 3.21], [0.44, -1.97, 2.63], [-0.36, -2.75, 3.05], [1.55, -0.44, 5.11], [2.56, -1.85, 4.67], [0.82, -2.07, 5.06], [2.90, -3.02, 1.97], [3.54, -2.88, 0.74], [2.49, -2.15, -0.12], [4.62, -2.04, 0.79], [3.75, -4.08, 0.11]]
}

***

Record 5
{
  "formula": "C3H3NO",
  "method": "the ωB97M-V functional and the def2-TZVPD basis",
  "gap_ev": 10.9330,
  "lumo_ev": 0.33,
  "homo_energy_ev": -10.60,
  "relative_energy_kj_mol": 98.24,
  "smiles": "N#CCC=O",
  "elements": ["N", "C", "C", "C", "O", "H", "H", "H"],
  "positions_angstrom": [[0.59, 1.92, 1.58], [0.66, 1.05, 0.77], [0.55, 0.05, -0.24], [-0.85, -0.77, -0.20], [-1.54, -0.99, 0.78], [1.33, -0.79, -0.12], [0.55, 0.60, -1.24], [-1.28, -1.07, -1.32]]
}

***

Record 6
{
  "formula": "C4H5NO",
  "method": "the ωB97M-V functional and the def2-TZVPD basis",
  "gap_ev": 9.9105,
  "lumo_ev": -0.52,
  "homo_energy_ev": -10.43,
  "relative_energy_kj_mol": 433.21,
  "elements": ["N", "C", "O", "C", "C", "C", "H", "H", "H", "H", "H"],
  "positions_angstrom": [[-0.15, 0.50, -2.01], [0.74, -0.20, -1.43], [0.71, -0.44, -0.11], [-0.41, 0.14, 0.57], [-0.28, -1.37, 2.48], [-0.30, -0.14, 2.06], [0.05, 0.56, -3.00], [1.61, -0.68, -1.87], [-1.33, -0.28, 0.14], [-0.42, 1.21, 0.40], [-0.22, 0.69, 2.77]]
}

***

Record 7
{
  "formula": "H16O8",
  "method": "the ωB97M-V functional and the def2-TZVPD basis",
  "gap_ev": 10.0684,
  "lumo_ev": 0.14,
  "homo_energy_ev": -9.93,
  "relative_energy_kj_mol": 173.96,
  "smiles": "O.O.O.O.O.O.O.O",
  "elements": ["O", "H", "H", "O", "H", "H", "O", "H", "H", "O", "H", "H", "O", "H", "H", "O", "H", "H", "O", "H", "H", "O", "H", "H"],
  "positions_angstrom": [[-1.49, 6.34, 15.80], [-0.98, 6.11, 15.01], [-2.41, 6.12, 15.56], [-2.97, 8.68, 17.02], [-2.64, 8.56, 17.92], [-2.21, 8.48, 16.45], [-1.80, 3.84, 12.53], [-1.10, 4.16, 13.12], [-1.67, 2.88, 12.49], [0.37, 5.62, 13.23], [0.05, 6.53, 13.09], [0.99, 5.46, 12.51], [0.02, 8.25, 13.84], [0.80, 8.49, 14.37], [-0.53, 9.04, 13.84], [-5.61, 6.02, 16.51], [-4.83, 5.82, 17.06], [-5.33, 5.82, 15.61], [-3.40, 5.84, 18.30], [-3.54, 5.92, 19.25], [-2.63, 6.39, 18.11], [-3.99, 5.13, 13.91], [-4.61, 5.50, 13.28], [-3.28, 4.73, 13.37]]
}

***

Record 8
{
  "formula": "C29H39AuBN9OS2",
  "method": "the ωB97M-V functional and the def2-TZVPD basis",
  "gap_ev": [8.6092, 4.7991],
  "spin_multiplicity": 4,
  "charge": 3,
  "lumo_ev": [-7.34, -11.37],
  "homo_energy_ev": [-15.95, -16.17],
  "s_squared": 3.77,
  "relative_energy_kj_mol": 0.00,
  "elements": ["Au", "C", "C", "C", "C", "N", "N", "B", "N", "C", "C", "C", "C", "N", "N", "C", "C", "C", "C", "N", "N", "C", "C", "C", "C", "N", "H", "H", "H", "H", "H", "H", "H", "H", "H", "H", "H", "H", "H", "H", "H", "H", "H", "H", "H", "H", "S", "C", "N", "C", "C", "C", "C", "C", "C", "H", "H", "H", "H", "H", "C", "C", "C", "S", "O", "C", "C", "C", "H", "H", "H", "H", "H", "H", "H", "H", "H", "H", "H", "H", "H", "H"],
  "positions_angstrom": [[-0.57, -0.08, 0.18], [1.82, 0.81, 2.54], [1.85, 1.54, 1.25], [2.81, 2.47, 0.81], [2.37, 2.89, -0.42], [1.19, 2.28, -0.70], [0.89, 1.43, 0.33], [0.31, 2.54, -1.91], [0.79, 1.68, -3.13], [0.11, 1.03, -4.03], [1.05, 0.49, -4.96], [2.35, 0.92, -4.45], [3.67, 0.62, -5.05], [2.19, 1.63, -3.38], [-1.18, 2.39, -1.69], [-2.16, 3.14, -2.26], [-3.37, 2.73, -1.77], [-3.08, 1.69, -0.87], [-4.04, 0.92, -0.03], [-1.76, 1.49, -0.84], [0.56, 4.04, -2.33], [0.43, 5.16, -1.47], [0.67, 6.27, -2.21], [0.94, 5.80, -3.52], [1.27, 6.51, -4.74], [0.85, 4.39, -3.53], [2.64, 0.10, 2.60], [0.88, 0.28, 2.69], [1.94, 1.52, 3.36], [3.70, 2.78, 1.32], [2.81, 3.59, -1.11], [-0.97, 0.98, -4.02], [0.83, -0.10, -5.84], [3.82, -0.46, -5.12], [4.47, 1.05, -4.45], [3.72, 1.02, -6.07], [-1.93, 3.92, -2.97], [-4.34, 3.13, -2.01], [-4.40, 0.04, -0.56], [-4.90, 1.54, 0.20], [-3.59, 0.60, 0.90], [0.18, 5.03, -0.43], [0.66, 7.30, -1.88], [1.28, 7.59, -4.60], [0.57, 6.24, -5.54], [2.25, 6.18, -5.10], [-3.61, -3.48, -0.52], [-2.43, -2.30, -0.83], [-2.04, -1.60, 0.21], [-2.70, -2.00, 1.37], [-2.53, -1.47, 2.65], [-3.28, -1.99, 3.68], [-4.19, -3.03, 3.45], [-4.37, -3.57, 2.20], [-3.61, -3.04, 1.15], [-2.04, -2.14, -1.82], [-1.82, -0.66, 2.82], [-3.17, -1.59, 4.68], [-4.77, -3.42, 4.28], [-5.08, -4.36, 2.03], [2.47, -2.24, 4.71], [2.67, -3.42, 3.76], [2.51, -3.04, 2.28], [0.80, -2.61, 1.86], [0.96, -1.62, 0.67], [0.27, -4.14, 1.09], [0.19, -5.32, 2.06], [-0.78, -5.09, 3.22], [2.59, -2.56, 5.74], [1.47, -1.81, 4.62], [3.20, -1.46, 4.51], [1.99, -4.23, 4.02], [3.67, -3.82, 3.87], [2.82, -3.84, 1.61], [3.08, -2.14, 2.04], [0.96, -4.32, 0.26], [-0.72, -3.91, 0.68], [1.18, -5.58, 2.42], [-0.14, -6.18, 1.47], [-0.44, -4.29, 3.88], [-0.87, -5.99, 3.82], [-1.77, -4.82, 2.85]]
}

***

| no. | total energy (a.u.) |
| --- | --- |
| 1 | -1828.67484 |
| 2 | -1186.36628 |
| 3 | -1273.59407 |
| 4 | -2613.90993 |
| 5 | -246.05412 |
| 6 | -285.24958 |
| 7 | -611.51636 |
| 8 | -2652.50500 |